# 1
50
Properties=species:S:1:pos:R:3:forces:R:3 method="wB97M-V/def2-TZVPD" lumo_energy_ev=0.40 smiles=OCCO.OCCO.OCCO.OCCO.OCCO homo_lumo_gap_ev=10.0 multiplicity=1
C 2.8708 -2.7734 -2.0521 1.1 1.4 2.4
C 2.9064 -1.3028 -1.5831 0.5 -0.6 0.2
O 2.1785 -0.4612 -2.4302 -0.2 0.1 -1.0
O 1.6213 -3.3363 -1.9496 -1.5 -0.1 -0.9
H 3.3601 -3.2822 -1.2215 1.1 -0.3 -0.6
H 3.3600 -2.8338 -3.0243 0.1 -0.4 -0.1
H 3.9238 -0.9512 -1.4117 0.3 -0.1 -0.4
H 2.4528 -1.1311 -0.6070 -0.2 -0.6 0.2
H 2.6190 -0.3005 -3.2678 0.1 0.0 -0.1
H 1.0788 -2.9231 -2.6252 -0.5 -0.1 -0.2
C -3.1536 3.3632 1.5206 -1.0 -0.7 0.0
C -4.0361 2.5587 2.5138 1.8 -0.6 -0.5
O -5.2872 2.2619 1.9750 -1.2 0.7 0.2
O -3.4819 4.7606 1.5045 0.9 -0.6 0.4
H -3.2277 2.9774 0.5038 -0.9 -0.3 -0.2
H -2.1144 3.0652 1.6595 0.4 1.2 0.9
H -4.0884 2.9944 3.5115 -0.1 0.7 -0.2
H -3.5923 1.5872 2.7313 0.7 -0.2 -0.3
H -5.8974 2.5635 2.6519 -0.6 -0.2 -0.4
H -4.3243 4.8452 1.0519 -0.1 -0.1 -0.1
C 5.2522 1.8427 -0.1549 -0.8 0.1 0.0
C 4.2788 2.4889 -1.2130 0.9 -0.4 -0.3
O 4.7948 3.6290 -1.9455 -0.1 -0.8 1.1
O 4.4992 0.7452 0.4972 0.9 1.4 -0.9
H 5.6065 2.5956 0.5492 -0.8 0.3 0.5
H 6.2313 1.5266 -0.5150 -0.3 -0.6 -0.8
H 3.3316 2.6853 -0.7108 0.0 0.2 0.0
H 4.0617 1.7948 -2.0248 0.0 -0.3 0.3
H 4.7950 4.3788 -1.3461 0.0 0.2 0.0
H 4.9705 0.5191 1.3024 0.0 0.0 0.1
C -0.9411 -0.2762 -0.1559 -1.5 1.1 -0.3
C 0.0498 0.8887 -0.0324 1.5 -2.2 -0.8
O 0.6707 1.1864 -1.2576 -1.1 1.6 -0.4
O -0.6498 -1.4565 -0.9281 -0.1 0.7 1.1
H -1.8853 0.0911 -0.5581 0.1 0.3 -0.8
H -1.3217 -0.3973 0.8583 0.6 -1.3 0.6
H 0.9238 0.5257 0.5084 -0.3 0.1 1.4
H -0.4069 1.7490 0.4567 0.0 0.0 -0.2
H 1.3913 0.5693 -1.4040 -0.1 0.2 -0.4
H 0.2731 -1.5357 -1.1804 0.2 0.2 0.3
C -3.3683 -3.2737 0.3622 0.2 2.2 -0.4
C -2.5173 -3.6087 1.6084 -1.1 0.9 -2.8
O -3.2942 -3.4251 2.7245 -0.8 -0.9 1.3
O -4.5425 -4.0129 0.1671 -0.3 -1.8 0.6
H -2.7452 -3.2130 -0.5301 0.2 -0.4 -0.1
H -3.7577 -2.2679 0.5197 0.5 0.6 0.2
H -1.8020 -2.7872 1.6482 0.8 -0.7 -0.3
H -2.2109 -4.6338 1.4000 0.9 -0.1 0.8
H -3.9390 -4.1272 2.6102 -0.7 0.1 0.7
H -4.9164 -3.8822 -0.7074 0.3 0.2 0.1

# 2
51
Properties=species:S:1:pos:R:3:forces:R:3 method="wB97M-V/def2-TZVPD" lumo_energy_ev="-17.57 / -17.67" homo_lumo_gap_ev="4.0 / 3.8" multiplicity=2 total_charge=+4
Tl 31.8210 24.2782 23.3509 -0.3 -0.1 0.0
C 35.1207 23.0554 25.2531 -0.8 0.3 -0.1
C 35.5409 24.5113 24.7064 1.5 1.7 -0.4
O 35.0354 24.7242 23.4688 -0.1 -0.2 0.1
O 33.7186 23.0776 25.2986 2.0 -0.8 0.3
H 35.6698 22.9158 26.1842 -0.4 0.0 0.3
H 35.4694 22.3328 24.5153 0.2 0.3 -0.6
H 36.6188 24.6733 24.7168 0.4 -1.0 0.0
H 35.2077 25.3622 25.3006 -1.1 -0.6 1.2
H 35.8181 24.7668 22.9146 0.3 -0.2 -1.4
H 33.5830 22.6090 26.1254 -1.2 -0.1 0.8
C 30.4173 27.0576 25.5692 -1.2 1.7 -1.2
C 31.8423 27.0078 26.0032 1.0 -2.0 1.2
O 32.3206 25.6892 25.9242 0.2 0.1 -0.2
O 29.9506 26.3241 24.4636 1.3 0.3 1.0
H 30.1877 28.1190 25.4753 -0.4 0.2 -0.2
H 29.7574 26.6989 26.3591 0.1 -0.4 1.1
H 31.8967 27.3539 27.0354 -0.1 0.4 -0.1
H 32.5347 27.5937 25.3988 -0.3 0.5 -0.8
H 32.3951 25.3535 26.8205 0.1 -0.4 0.4
H 29.2210 26.8673 24.1567 -0.6 0.2 -0.9
C 30.2624 21.7882 25.9081 -2.1 -0.8 1.4
C 30.9684 20.9189 24.9313 0.9 0.0 -0.7
O 30.8727 21.5264 23.6566 -0.4 0.3 -1.3
O 30.3292 23.1896 25.7926 2.0 1.5 -0.8
H 30.4893 21.4360 26.9144 0.0 0.1 0.2
H 29.1938 21.6507 25.7434 -0.2 -1.0 0.2
H 30.4922 19.9385 24.9426 -0.1 0.0 0.2
H 32.0349 20.7129 25.0220 0.1 0.2 0.8
H 30.2799 20.9968 23.1182 0.0 -0.1 -0.1
H 29.8526 23.6141 26.5096 -0.1 -0.4 0.2
C 32.9450 27.7029 21.8949 -2.0 -0.4 -2.1
C 31.4139 27.6598 21.6776 1.2 2.4 -0.2
O 30.8185 26.4250 21.5120 -0.2 -2.2 0.4
O 33.3090 26.8997 22.9776 0.2 0.0 1.0
H 33.2659 28.7433 21.9464 -0.1 0.1 0.4
H 33.3962 27.3093 20.9841 0.3 -0.2 -0.2
H 31.1908 28.2078 20.7621 0.3 0.6 0.2
H 30.9828 28.2060 22.5166 -0.3 0.1 0.3
H 29.9255 26.5962 21.2040 -0.1 0.1 -0.2
H 34.2386 27.1101 23.0915 0.3 -0.2 0.4
C 28.4502 23.1264 21.7922 -0.7 0.5 2.9
C 29.3430 23.3618 20.5810 1.9 -0.2 -0.6
O 30.6694 22.8262 20.7210 -2.9 1.7 -0.1
O 28.9257 23.7852 23.0175 -0.3 -1.5 -3.0
H 28.4368 22.0387 21.8625 0.5 -0.5 0.3
H 27.4165 23.3372 21.5180 0.0 0.7 0.2
H 29.4035 24.4499 20.5626 0.5 0.5 0.2
H 28.7294 23.0465 19.7370 0.5 -0.7 -0.3
H 30.6962 22.0460 20.1622 0.5 -0.9 -0.7
H 28.2364 23.6962 23.6797 -0.5 0.2 0.3

# 3
61
Properties=species:S:1:pos:R:3:forces:R:3 method="wB97M-V/def2-TZVPD" lumo_energy_ev="1.39 / 1.39" homo_lumo_gap_ev="2.5 / 2.4" multiplicity=2 total_charge=-1
Sr -0.0188 0.0987 -0.0418 0.8 1.8 0.5
S 2.5649 2.7336 0.8455 0.1 9.2 -1.4
O 2.8230 3.7778 -0.1899 3.6 -2.6 -3.4
O 3.7312 2.3243 1.6038 1.1 -1.6 0.9
O 1.6750 3.6908 1.4958 -2.3 -1.5 5.8
O 1.7984 1.6242 0.3627 -1.6 -4.7 -1.4
S -0.8201 3.6508 -1.0423 -1.2 1.9 -1.1
O -0.4729 4.2696 0.2259 -2.3 -0.5 4.7
O -2.0651 4.2016 -1.6129 0.3 -1.7 0.3
O 0.3529 4.4033 -1.4458 3.0 1.0 -4.5
O -0.6233 2.2169 -1.1730 -0.9 -0.8 -0.4
C -3.8776 0.7499 2.9248 -0.1 -0.2 -0.2
S -2.7473 1.7382 1.9453 0.8 0.1 -2.3
O -2.3967 0.8376 0.7421 -0.7 0.8 1.7
C -3.8912 2.9540 1.1573 0.3 -1.0 0.6
H -4.3556 0.1227 2.1723 -0.4 0.0 0.2
H -4.5578 1.3460 3.5330 -0.1 0.1 -0.2
H -3.2990 0.1071 3.5883 0.2 0.1 -0.1
H -3.3807 3.3661 0.2868 0.3 0.1 0.2
H -4.1365 3.7036 1.9097 -0.2 0.1 -0.2
H -4.7368 2.3754 0.7855 -0.2 0.1 0.2
C 0.8138 -1.8327 -4.8430 -0.9 -0.4 0.2
S 0.2208 -0.6442 -3.5237 2.4 -0.7 0.6
O 0.6431 -1.3136 -2.1767 -0.8 0.8 -2.3
C 1.5924 0.5619 -3.8655 -0.6 -1.3 0.1
H 0.1177 -2.6715 -4.8492 0.0 -0.2 0.4
H 1.8168 -2.2194 -4.6628 0.0 0.3 0.3
H 0.7291 -1.4954 -5.8760 0.1 0.8 0.2
H 1.4883 0.8291 -4.9171 -0.1 0.6 0.2
H 2.4879 -0.0548 -3.7889 0.1 0.1 0.3
H 1.5711 1.3401 -3.1026 -0.1 0.3 -0.3
C -2.5753 -2.7845 -2.5974 -0.8 -0.7 0.3
S -2.3185 -2.8144 -0.7954 -0.3 1.1 0.4
O -1.6944 -1.4967 -0.4010 -0.8 -2.1 -0.9
C -4.0250 -2.5188 -0.2502 -0.1 -0.4 0.5
H -3.0006 -3.6970 -3.0152 0.3 -0.8 0.7
H -1.5768 -2.7113 -3.0283 -0.4 0.9 -0.2
H -3.4315 -2.1378 -2.7893 0.9 1.1 -0.4
H -4.0134 -2.7883 0.8059 -0.1 -0.2 0.0
H -4.7846 -3.1055 -0.7667 0.2 -0.1 -0.1
H -4.2720 -1.4571 -0.2471 0.4 0.1 -0.5
C 4.0126 -2.4403 1.4071 0.2 -1.6 -0.7
S 2.5415 -2.8554 0.2845 0.4 2.5 1.9
O 1.6375 -1.6353 0.5573 1.3 -2.4 -0.7
C 3.3385 -2.6102 -1.3185 0.4 0.2 -0.3
H 4.5272 -1.4964 1.2273 -0.8 0.3 -0.1
H 4.7668 -3.2128 1.2572 0.1 -0.3 -0.5
H 3.7596 -2.6235 2.4514 -0.5 0.5 -0.2
H 2.6820 -3.0195 -2.0864 -0.3 0.5 0.1
H 4.3008 -3.0923 -1.4907 0.1 -0.4 0.8
H 3.5493 -1.5436 -1.3963 -0.5 0.1 -0.2
C 0.6998 1.8773 4.0202 1.0 -0.7 -0.5
S 0.4940 0.0731 3.7032 0.7 0.1 0.5
O -0.2340 -0.0865 2.3878 0.1 0.2 0.8
C 2.2772 -0.2790 3.4154 -0.8 0.1 -0.3
H 1.4832 2.1129 3.3000 -0.9 1.0 -1.1
H 1.2655 2.2049 4.8924 -0.4 -0.9 0.8
H -0.2665 2.3803 3.9823 0.3 0.0 -0.5
H 2.3893 -1.3522 3.2611 -0.2 0.1 0.7
H 2.7877 0.1535 4.2759 0.2 -0.3 0.0
H 2.6335 0.1648 2.4858 -0.2 0.7 0.0

# 4
49
Properties=species:S:1:pos:R:3:forces:R:3 method="wB97M-V/def2-TZVPD" lumo_energy_ev=0.65 homo_lumo_gap_ev=10.4 multiplicity=1
O 4.1020 0.8307 0.3244 -0.3 0.8 -1.1
O -4.1872 1.1106 1.1051 0.8 -1.8 0.6
O 2.8646 -1.2200 -1.0097 -1.3 0.2 -0.4
O -1.6658 0.2209 0.4186 0.5 0.5 0.0
O 0.5005 0.2151 -1.3798 0.2 -0.2 1.1
C 4.0036 1.6383 -0.8790 -2.3 -0.6 0.5
C -3.8525 2.4655 1.0301 -1.2 0.0 -0.2
C 1.9999 -0.5921 1.6730 -0.8 -0.1 -0.4
C 4.8156 -1.6836 1.1292 -1.3 -0.6 0.0
C -2.2353 0.3718 3.1811 -0.5 2.0 0.0
C -3.7846 -1.6811 1.4016 1.8 0.4 1.2
C 0.0982 -2.4618 -0.6586 1.6 0.5 -0.5
C 1.2126 -1.5208 -3.4290 0.0 -1.3 1.7
C -0.4025 2.7607 -0.7469 -0.6 -1.3 -1.9
C -2.1604 0.6006 -2.2633 -0.2 2.1 -1.3
Si 3.3887 -0.6502 0.4347 1.3 -0.9 1.6
Si -2.9225 0.0395 1.5009 -1.1 0.0 -1.4
Si 1.2857 -1.2610 -1.5264 -1.8 0.4 -1.5
Si -0.9128 0.9447 -0.8982 -0.7 -0.7 -0.7
H 4.8367 1.4539 -1.5055 0.9 -0.2 -0.7
H 3.0407 1.3512 -1.4305 1.3 0.6 0.5
H 3.9535 2.7085 -0.6467 0.0 -0.3 0.3
H -3.2861 2.7487 1.8985 0.2 0.6 0.5
H -4.8105 3.0333 0.9566 0.9 -0.1 0.0
H -3.2413 2.5720 0.1555 0.3 0.8 -0.6
H 2.1924 -0.2421 2.6911 0.2 0.4 -0.4
H 1.5625 -1.5824 1.8231 0.1 -0.1 -0.2
H 1.2126 -0.0013 1.1706 0.1 0.1 0.6
H 5.6344 -1.3410 0.5249 0.9 0.2 0.2
H 4.8297 -2.8058 1.1424 -0.4 1.1 0.0
H 4.8045 -1.2989 2.1644 0.7 -0.2 -0.3
H -1.6347 -0.4752 3.4090 0.7 -0.6 0.6
H -3.1100 0.4398 3.8341 0.1 -0.4 0.3
H -1.6833 1.3471 3.3567 -0.4 -1.3 -0.5
H -3.7248 -2.1186 0.4277 -0.5 0.1 -0.9
H -4.8125 -1.6245 1.8028 0.6 -0.3 -0.2
H -3.0996 -2.3961 1.9548 -1.1 0.7 0.0
H -0.8225 -2.2856 -1.1495 -1.1 0.3 -0.8
H -0.0684 -2.1107 0.3516 0.2 -0.7 0.5
H 0.3434 -3.5034 -0.8685 0.1 0.0 0.8
H 2.1088 -1.1203 -3.8133 0.8 1.1 -0.9
H 0.3015 -1.2596 -3.9719 0.2 0.3 0.3
H 1.3811 -2.5854 -3.5822 -0.2 -0.4 -0.1
H -1.2318 3.4355 -0.8558 -0.5 0.3 0.2
H 0.0381 2.8523 0.1974 1.0 0.6 1.3
H 0.2807 2.9756 -1.6050 -0.2 -0.2 0.9
H -1.7719 1.1203 -3.2199 -0.7 -0.4 1.4
H -3.2145 1.0220 -2.0358 1.6 -0.9 -0.4
H -2.1567 -0.4370 -2.5846 -0.4 -0.3 0.4

# 5
53
Properties=species:S:1:pos:R:3:forces:R:3 method="wB97M-V/def2-TZVPD" lumo_energy_ev=1.93 homo_lumo_gap_ev=4.3 multiplicity=1 total_charge=-1
N 5.5771 -2.3844 -2.5977 -0.1 0.0 0.0
Br 3.9989 -1.4673 -3.2928 0.1 0.0 0.1
H 6.2082 -1.5777 -2.5964 0.1 0.0 0.0
C 0.6946 -2.7814 -2.8384 0.0 0.0 0.0
S -0.3147 -1.3030 -2.7615 0.0 -0.1 0.0
O 0.6034 -0.1554 -2.9925 -0.1 0.3 -0.2
C -0.5769 -1.3266 -0.9924 0.1 -0.1 0.1
H 1.0318 -2.8870 -3.8667 0.0 0.0 0.0
H 1.5699 -2.6369 -2.2066 0.0 0.0 0.0
H 0.0975 -3.6426 -2.5341 0.0 0.0 0.0
H 0.4102 -1.3273 -0.5282 0.0 0.0 0.0
H -1.1440 -2.2086 -0.6937 0.0 0.0 0.0
H -1.1267 -0.4374 -0.6978 -0.1 0.0 -0.1
C -4.0993 0.5823 3.0118 -0.1 0.1 0.1
S -3.4115 1.0594 1.4357 0.1 -0.1 0.0
O -2.3318 0.0426 1.2074 -0.1 0.0 -0.1
C -2.5705 2.5429 1.9532 0.1 0.1 0.0
H -4.5751 -0.3848 2.8662 0.0 0.0 0.1
H -3.2753 0.4855 3.7186 0.0 0.0 0.0
H -4.8364 1.2994 3.3716 0.0 0.0 0.0
H -1.8189 2.2749 2.6944 0.0 0.0 0.0
H -3.2788 3.2698 2.3507 -0.1 0.0 0.0
H -2.0602 2.9504 1.0836 0.1 0.0 0.0
C 2.3849 1.8044 -4.7775 0.0 -0.1 0.0
S 2.6235 3.5030 -4.3047 0.0 0.1 0.1
O 2.1085 4.3723 -5.4028 0.0 0.0 -0.1
C 4.4120 3.4911 -4.4635 0.0 0.0 0.0
H 1.3213 1.5825 -4.7568 0.0 0.0 0.0
H 2.7969 1.6552 -5.7758 0.0 0.0 0.0
H 2.8901 1.1634 -4.0535 0.0 -0.1 0.0
H 4.6661 3.2243 -5.4890 0.0 0.0 0.0
H 4.8275 2.7661 -3.7637 0.0 0.0 0.0
H 4.7683 4.4928 -4.2330 0.0 0.0 0.0
C 1.1452 0.7784 1.6985 0.0 0.0 0.0
S 1.5765 2.3807 1.0140 0.1 0.0 -0.1
O 0.4402 3.2933 1.3487 -0.1 0.1 0.1
C 1.3853 1.9397 -0.7084 0.0 0.0 0.0
H 1.1823 0.8745 2.7824 0.0 0.0 0.0
H 0.1375 0.5141 1.3776 0.0 0.0 0.0
H 1.8752 0.0395 1.3670 0.0 0.0 0.0
H 0.3710 1.5827 -0.8771 0.0 0.0 0.0
H 2.1097 1.1739 -0.9880 0.0 0.0 0.0
H 1.5619 2.8420 -1.2907 0.0 0.0 0.0
C -2.9043 -4.1668 5.6980 0.0 0.0 0.0
S -2.9209 -2.4564 5.1519 0.2 0.0 -0.1
O -4.3211 -1.9776 5.2949 -0.2 0.0 0.0
C -2.6636 -2.8028 3.4091 0.0 0.0 0.0
H -3.0879 -4.1630 6.7701 0.0 0.0 0.0
H -3.6966 -4.7086 5.1824 0.0 0.0 0.0
H -1.9282 -4.6037 5.4891 0.0 0.0 0.0
H -3.4668 -3.4506 3.0581 0.0 0.0 0.0
H -1.6907 -3.2757 3.2766 0.0 0.0 0.0
H -2.6748 -1.8556 2.8715 0.0 0.0 0.0

# 6
53
Properties=species:S:1:pos:R:3:forces:R:3 method="wB97M-V/def2-TZVPD" lumo_energy_ev=-5.00 homo_lumo_gap_ev=9.0 multiplicity=1 total_charge=+2
Pb -0.9038 1.4105 0.7238 0.1 0.2 0.0
N -0.1065 1.2233 3.1523 0.2 0.0 0.4
C -0.8516 0.1445 3.8133 0.1 -0.3 0.0
C -0.7218 -1.1499 3.0136 0.0 0.3 0.4
N -1.1873 -1.0143 1.6250 0.2 -0.3 -0.2
C -2.5377 -1.5228 1.3586 -0.4 0.1 0.1
C -3.6052 -0.4489 1.5602 0.1 -0.4 0.0
N -3.3758 0.6644 0.6286 -0.4 -0.2 0.0
H -0.2393 2.0941 3.6569 0.1 0.0 0.0
H 0.8898 1.0237 3.1563 0.0 0.0 0.1
H -0.4871 -0.0441 4.8276 -0.1 0.0 0.0
H -1.8943 0.4562 3.8774 0.0 0.0 0.1
H 0.3347 -1.4278 2.9932 0.0 -0.1 0.0
H -1.2720 -1.9417 3.5334 0.1 0.0 0.0
H -0.5368 -1.5270 1.0421 0.0 0.0 0.0
H -2.5775 -1.8543 0.3186 0.0 -0.1 0.0
H -2.7736 -2.3834 1.9953 0.0 0.0 -0.1
H -4.5905 -0.9057 1.4234 0.1 0.1 0.1
H -3.5483 -0.0613 2.5767 -0.1 0.0 0.0
H -3.6566 0.3930 -0.3094 -0.1 0.0 0.0
H -3.9530 1.4576 0.8914 -0.1 0.0 -0.1
N -0.6965 0.7560 -1.7687 -0.1 0.0 -0.2
C 0.6950 0.9526 -2.2252 0.2 -0.1 0.2
C 0.9872 0.2161 -3.5570 0.4 0.0 0.1
C 1.8686 -1.0372 -3.5329 -0.1 -0.1 0.0
C 1.3413 -2.2451 -2.7467 0.3 0.2 -0.4
N 1.5763 -2.1451 -1.3128 -0.2 0.1 0.2
C 2.7782 -2.2174 -0.7277 -0.3 -0.3 0.4
N 3.7914 -2.8487 -1.3024 0.0 0.0 -0.2
N 2.8857 -1.7501 0.5203 0.2 0.0 0.2
C 1.6832 0.6263 -1.0722 0.0 0.1 -0.5
O 2.8734 0.5734 -1.2889 0.2 0.3 -0.3
O 1.1520 0.3697 0.0803 -0.5 -0.1 0.6
H -0.9501 -0.2216 -1.8826 -0.1 0.0 -0.1
H -1.3249 1.2895 -2.3620 0.0 -0.1 -0.1
H 0.8238 2.0248 -2.3978 -0.1 0.0 0.0
H 1.4908 0.9160 -4.2231 -0.1 0.0 -0.1
H 0.0284 -0.0285 -4.0221 0.0 0.1 0.0
H 2.8503 -0.7621 -3.1481 0.1 -0.1 -0.1
H 1.9908 -1.3495 -4.5707 0.0 0.0 0.0
H 1.8147 -3.1593 -3.1129 -0.2 0.0 0.0
H 0.2659 -2.3652 -2.8893 0.0 -0.1 0.0
H 0.9214 -1.5638 -0.8040 0.2 -0.1 0.0
H 3.7143 -3.2432 -2.2249 0.0 0.0 0.1
H 4.6783 -2.9321 -0.8329 0.0 0.1 -0.1
H 2.2970 -0.9408 0.7451 0.2 -0.1 -0.2
H 3.7995 -1.7587 0.9492 -0.1 0.0 -0.1
N -1.5543 4.8768 1.1017 -0.1 0.1 0.0
N -0.6802 4.0765 0.2866 0.5 0.7 -0.2
H -1.5796 5.8454 0.7789 0.1 -0.2 0.1
H -1.2034 4.8814 2.0547 0.0 0.0 -0.2
H 0.2914 4.4033 0.2986 -0.3 0.2 -0.1
H -1.0150 4.1747 -0.6689 0.1 0.0 0.1